Record 1
A structure of composition C16H19NO6S at a distorted geometry, computed with ωB97M-V with the def2-TZVPD basis set.

Its HOMO energy is -7.877 eV. The molar mass is 353.40 g mol⁻¹. For the largest force on an atom, the calculation gives 16.64 eV/Å. The energy above the lowest of the compared OMol25 structures with the same formula, charge and spin comes out at 1665.5 kJ/mol.

Element x y z (Å)
C: 6.03 0.19 -0.34
H: 6.27 -0.35 0.52
O: 5.23 1.35 -0.33
C: 3.84 0.95 0.01
C: 2.96 1.90 -0.05
C: 1.54 1.82 0.50
C: 1.02 0.50 0.89
C: 1.94 -0.44 0.51
C: 3.25 -0.27 0.20
H: 3.97 -1.21 0.23
N: 1.37 -1.54 0.90
S: 0.26 -2.25 -0.40
O: 0.85 -2.15 -1.72
O: 0.26 -3.65 0.04
C: -1.16 -1.50 -0.08
C: -1.91 -1.76 1.35
C: -2.95 -1.16 1.52
C: -3.49 -0.09 0.65
C: -2.63 0.30 -0.69
C: -1.62 -0.50 -0.75
H: -1.04 -0.42 -1.84
O: -3.30 1.26 -1.33
C: -2.47 1.50 -2.62
H: -1.50 1.77 -2.31
H: -2.44 0.66 -3.55
H: -2.92 2.19 -3.21
O: -4.57 0.41 0.98
C: -5.24 1.66 0.12
H: -5.65 1.01 -0.68
H: -4.65 2.36 0.03
H: -6.16 1.88 0.67
H: -3.59 -1.18 2.24
H: -1.45 -2.43 1.93
H: 2.11 -2.57 1.03
H: 0.05 0.40 1.02
O: 0.88 3.24 0.53
C: -0.48 2.94 0.71
H: -1.08 2.33 0.45
H: -0.91 4.00 0.87
H: -0.73 2.66 1.99
H: 3.39 2.98 0.06
H: 6.79 0.72 -0.48
H: 5.57 -0.56 -1.17



Record 2
A cluster of 2 separate species, C3H12N3O in total at a distorted geometry, computed with ωB97M-V with the def2-TZVPD basis set.

Its HOMO energy is -14.201 eV. The molar mass is 106.15 g mol⁻¹. As for the net charge: +1. For the largest force on an atom, the calculation gives 1.10 eV/Å. The energy above the lowest of the compared OMol25 structures with the same formula, charge and spin comes out at 123.5 kJ/mol.

Element x y z (Å)
C: 2.52 -0.13 -1.38
O: 2.47 0.32 -0.02
H: 3.33 0.17 0.39
H: 3.33 0.34 -1.94
H: 2.68 -1.20 -1.43
H: 1.54 0.04 -1.77
C: 0.15 -1.01 1.49
C: -1.43 0.22 0.03
N: -0.20 -0.05 0.42
N: -2.33 -0.74 -0.11
N: -1.76 1.49 -0.27
H: 0.52 0.63 0.22
H: -2.24 -1.59 0.42
H: -3.30 -0.45 -0.21
H: -1.03 2.17 -0.17
H: -2.33 1.65 -1.08
H: -0.14 -0.56 2.43
H: 1.22 -1.13 1.52
H: -0.18 -2.01 1.22



| no. | Kohn-Sham gap (eV) |
| --- | --- |
| 1 | 7.98 |
| 2 | 11.30 |